Entry 1:
{"formula": "C22H44O20", "method": "the ωB97M-V functional and the def2-TZVPD basis", "elements": ["C", "C", "C", "C", "O", "O", "C", "O", "O", "C", "C", "O", "H", "H", "H", "H", "H", "H", "H", "H", "H", "H", "H", "H", "H", "H", "C", "O", "C", "O", "O", "C", "H", "H", "H", "H", "H", "H", "C", "O", "C", "O", "O", "C", "H", "H", "H", "H", "H", "H", "C", "O", "C", "O", "O", "C", "H", "H", "H", "H", "H", "H", "C", "O", "C", "O", "O", "C", "H", "H", "H", "H", "H", "H", "C", "O", "C", "O", "O", "C", "H", "H", "H", "H", "H", "H"], "positions_angstrom": [[-0.281, 5.367, -1.909], [-0.736, 4.545, -3.102], [-2.097, 3.867, -2.908], [-2.305, 3.293, -1.524], [-1.191, 2.458, -1.276], [-1.150, 2.276, 0.156], [-0.095, 1.425, 0.398], [-0.034, 0.291, -0.070], [0.832, 1.906, 1.219], [0.916, 3.341, 1.368], [2.279, 3.668, 1.974], [3.270, 2.803, 1.453], [-0.835, 6.291, -1.771], [-0.330, 4.805, -0.988], [0.758, 5.649, -2.050], [-0.009, 3.761, -3.266], [-0.779, 5.160, -3.993], [-2.132, 3.021, -3.591], [-2.930, 4.500, -3.188], [-3.235, 2.735, -1.481], [-2.299, 4.100, -0.800], [0.883, 3.781, 0.380], [0.103, 3.683, 1.994], [2.245, 3.493, 3.041], [2.505, 4.700, 1.732], [3.618, 3.211, 0.658], [1.082, -1.280, 2.142], [1.260, -2.493, 2.893], [1.802, -2.329, 4.093], [2.148, -1.291, 4.587], [1.885, -3.533, 4.669], [2.447, -3.523, 5.981], [0.639, -1.563, 1.200], [0.413, -0.604, 2.671], [2.038, -0.796, 1.961], [1.841, -2.921, 6.655], [3.468, -3.148, 5.960], [2.448, -4.555, 6.321], [-0.395, -5.397, 3.839], [-0.826, -6.579, 4.531], [-0.449, -7.716, 3.962], [0.196, -7.827, 2.954], [-0.911, -8.725, 4.704], [-0.576, -10.018, 4.201], [-0.767, -4.551, 4.407], [0.683, -5.352, 3.792], [-0.819, -5.369, 2.836], [0.504, -10.151, 4.168], [-1.000, -10.167, 3.210], [-1.008, -10.736, 4.891], [-2.349, 1.045, -8.433], [-2.117, -0.141, -7.671], [-1.529, 0.071, -6.496], [-1.198, 1.139, -6.056], [-1.371, -1.102, -5.892], [-0.748, -1.022, -4.606], [-2.827, 0.728, -9.354], [-3.009, 1.723, -7.896], [-1.410, 1.543, -8.664], [-1.347, -0.424, -3.923], [0.252, -0.603, -4.690], [-0.684, -2.040, -4.234], [5.367, 7.204, -3.089], [5.614, 5.939, -3.708], [5.020, 4.911, -3.111], [4.321, 4.973, -2.133], [5.327, 3.807, -3.781], [4.750, 2.611, -3.248], [5.907, 7.941, -3.674], [4.304, 7.437, -3.103], [5.738, 7.210, -2.066], [3.663, 2.667, -3.269], [5.098, 2.436, -2.232], [5.082, 1.800, -3.888], [-3.341, -1.941, 1.242], [-4.062, -1.684, 2.449], [-4.582, -2.772, 3.012], [-4.491, -3.895, 2.594], [-5.218, -2.402, 4.121], [-5.825, -3.482, 4.833], [-2.969, -0.984, 0.887], [-2.499, -2.604, 1.432], [-3.995, -2.373, 0.487], [-5.074, -4.201, 5.154], [-6.575, -3.975, 4.218], [-6.302, -3.044, 5.705]], "lowdin_charge": [-0.0975, -0.2312, -0.1679, -0.2025, -0.0594, 0.0226, -0.5075, 0.1196, 0.0553, -0.1115, -0.2077, -0.0384, 0.0796, 0.0353, 0.0714, 0.1025, 0.1061, 0.1075, 0.1169, 0.1274, 0.1188, 0.1100, 0.1349, 0.1219, 0.1234, 0.0824, -0.0323, 0.0065, -0.6261, 0.1323, -0.0330, -0.0334, 0.0770, 0.0981, 0.1048, 0.0982, 0.0974, 0.0943, -0.0291, 0.0112, -0.6300, 0.1267, 0.0009, -0.0459, 0.0949, 0.0821, 0.1014, 0.0961, 0.0966, 0.0912, -0.0405, 0.0071, -0.6319, 0.1164, 0.0084, -0.0309, 0.0929, 0.0965, 0.0969, 0.0953, 0.0971, 0.0946, -0.0372, 0.0100, -0.6318, 0.1099, 0.0110, -0.0318, 0.0938, 0.0962, 0.0974, 0.0953, 0.0955, 0.0947, -0.0303, 0.0071, -0.6312, 0.1257, 0.0042, -0.0398, 0.0886, 0.0940, 0.0984, 0.0971, 0.0971, 0.0921], "largest_force_ha_per_bohr": 0.057, "lumo_ev": 0.44, "smiles": "CCCCOOC(=O)OCCO.COC(=O)OC.COC(=O)OC.COC(=O)OC.COC(=O)OC.COC(=O)OC"}

***

Entry 2:
{"formula": "C22H44O9S", "method": "the ωB97M-V functional and the def2-TZVPD basis", "elements": ["C", "C", "C", "O", "C", "C", "C", "O", "S", "O", "O", "C", "H", "H", "H", "H", "H", "H", "H", "H", "H", "H", "H", "H", "H", "H", "C", "C", "O", "C", "H", "H", "H", "H", "H", "H", "C", "C", "O", "C", "H", "H", "H", "H", "H", "H", "C", "C", "O", "C", "H", "H", "H", "H", "H", "H", "C", "C", "O", "C", "H", "H", "H", "H", "H", "H", "C", "C", "O", "C", "H", "H", "H", "H", "H", "H"], "positions_angstrom": [[-5.476, -1.283, -2.519], [-4.667, -1.255, -3.824], [-3.206, -1.644, -3.648], [-3.111, -2.828, -2.871], [-1.913, -3.000, -2.175], [-0.638, -3.023, -3.034], [0.531, -3.089, -2.047], [0.839, -1.765, -1.494], [-0.399, -0.836, -1.166], [-0.625, 0.006, -2.321], [-0.169, -0.225, 0.115], [-1.747, -1.982, -1.007], [-4.861, -1.015, -1.650], [-6.318, -0.581, -2.569], [-5.889, -2.281, -2.325], [-4.687, -0.246, -4.252], [-5.136, -1.916, -4.562], [-2.748, -1.830, -4.630], [-2.641, -0.826, -3.178], [-1.996, -3.992, -1.712], [-0.630, -3.906, -3.685], [-0.554, -2.121, -3.649], [1.462, -3.456, -2.479], [0.279, -3.742, -1.203], [-2.617, -1.327, -0.900], [-1.569, -2.513, -0.065], [-0.913, 3.108, -1.055], [-0.688, 4.589, -0.901], [-1.539, 5.338, -0.479], [0.682, 5.097, -1.288], [-1.925, 2.852, -0.748], [-0.760, 2.803, -2.091], [-0.202, 2.552, -0.441], [0.880, 4.869, -2.337], [1.450, 4.598, -0.693], [0.740, 6.171, -1.130], [5.438, 0.820, -0.425], [5.094, -0.588, 0.000], [5.949, -1.403, 0.250], [3.625, -0.921, 0.092], [6.518, 0.942, -0.458], [5.015, 1.027, -1.410], [5.009, 1.538, 0.276], [3.140, -0.784, -0.874], [3.134, -0.262, 0.812], [3.505, -1.954, 0.410], [0.324, 7.370, 4.315], [0.950, 6.359, 3.388], [2.126, 6.073, 3.458], [0.038, 5.705, 2.384], [1.075, 7.766, 4.993], [-0.118, 8.184, 3.737], [-0.476, 6.894, 4.885], [-0.412, 6.446, 1.722], [-0.769, 5.185, 2.903], [0.608, 4.992, 1.793], [1.019, -6.703, 1.137], [0.529, -6.986, -0.260], [0.319, -6.095, -1.053], [0.317, -8.432, -0.626], [1.137, -5.632, 1.282], [0.310, -7.096, 1.868], [1.975, -7.201, 1.305], [-0.415, -8.882, 0.047], [1.251, -8.986, -0.514], [-0.033, -8.508, -1.652], [-0.374, 1.000, 3.879], [0.043, 2.400, 4.251], [-0.752, 3.207, 4.678], [1.496, 2.754, 4.057], [-1.437, 0.871, 4.065], [-0.163, 0.813, 2.826], [0.193, 0.275, 4.466], [1.774, 2.637, 3.008], [2.131, 2.090, 4.647], [1.669, 3.783, 4.356]], "lowdin_charge": [-0.0972, -0.2155, -0.2234, -0.1021, -0.3519, -0.1078, -0.1533, -0.2462, 0.6180, -0.2795, -0.2839, -0.1337, 0.0634, 0.0719, 0.0749, 0.1107, 0.1087, 0.1288, 0.1070, 0.1549, 0.1385, 0.1161, 0.1353, 0.1010, 0.1128, 0.1198, -0.0246, -0.5127, 0.0576, -0.0283, 0.0874, 0.0812, 0.0752, 0.0838, 0.0807, 0.0816, -0.0245, -0.5047, 0.0671, -0.0237, 0.0801, 0.0839, 0.0831, 0.0728, 0.0858, 0.0830, -0.0183, -0.5016, 0.0508, -0.0226, 0.0805, 0.0849, 0.0876, 0.0847, 0.0837, 0.0716, -0.0166, -0.4907, 0.0579, -0.0201, 0.0802, 0.0878, 0.0889, 0.0875, 0.0878, 0.0827, -0.0173, -0.4978, 0.0586, -0.0162, 0.0820, 0.0706, 0.0854, 0.0860, 0.0870, 0.0631], "largest_force_ha_per_bohr": 0.016, "e_above_lowest_kj_mol": 0.0, "lumo_ev": 0.26, "smiles": "CCCO[C@H]1CCOS(=O)(=O)C1.CC(C)=O.CC(C)=O.CC(C)=O.CC(C)=O.CC(C)=O"}

***

Entry 3:
{"formula": "C22H44PSm", "method": "the ωB97M-V functional and the def2-TZVPD basis", "elements": ["C", "H", "H", "H", "C", "H", "H", "C", "H", "H", "H", "C", "C", "C", "C", "C", "C", "C", "C", "C", "C", "Sm", "H", "H", "H", "H", "H", "H", "H", "H", "H", "H", "H", "H", "H", "H", "H", "C", "C", "C", "P", "C", "C", "C", "C", "C", "C", "H", "H", "H", "H", "H", "H", "H", "H", "H", "H", "H", "H", "H", "H", "H", "H", "H", "H", "H", "H", "H"], "positions_angstrom": [[-0.571, 1.598, -2.714], [-1.596, 1.327, -3.030], [-0.310, 2.568, -3.186], [-0.681, 1.772, -1.633], [0.409, 0.514, -3.151], [1.377, 0.559, -2.648], [0.004, -0.491, -3.009], [0.694, 0.707, -4.642], [1.322, -0.065, -5.084], [-0.244, 0.752, -5.197], [1.182, 1.670, -4.797], [2.461, 1.036, 1.419], [3.196, 0.943, 0.183], [2.741, 2.020, -0.679], [1.749, 2.769, 0.033], [1.568, 2.172, 1.318], [0.683, 2.687, 2.400], [1.179, 4.078, -0.395], [3.303, 2.404, -2.007], [4.233, -0.071, -0.147], [2.527, 0.096, 2.571], [0.886, 0.399, -0.268], [0.206, 4.258, 0.078], [1.849, 4.915, -0.104], [1.040, 4.126, -1.483], [-0.008, 3.450, 2.016], [0.075, 1.895, 2.869], [1.285, 3.154, 3.200], [2.810, -0.920, 2.267], [3.271, 0.446, 3.301], [1.565, 0.016, 3.096], [4.388, -0.155, -1.229], [5.197, 0.205, 0.307], [3.968, -1.067, 0.231], [2.511, 2.719, -2.704], [3.999, 3.256, -1.914], [3.856, 1.574, -2.471], [-2.856, 0.015, 2.834], [-1.906, -1.158, 2.541], [-2.449, -2.493, 3.060], [-1.311, -1.172, 0.810], [-0.193, -2.671, 0.586], [-0.962, -3.962, 0.327], [0.857, -2.444, -0.533], [-2.775, -1.317, -0.318], [-3.831, -2.354, 0.057], [-3.452, 0.034, -0.593], [-3.869, -0.149, 2.445], [-2.478, 0.969, 2.440], [-2.930, 0.121, 3.927], [-0.968, -0.960, 3.097], [-3.286, -2.881, 2.470], [-1.664, -3.258, 3.111], [-2.816, -2.331, 4.082], [0.337, -2.748, 1.549], [-1.504, -3.912, -0.624], [-0.242, -4.787, 0.248], [-1.659, -4.210, 1.133], [1.780, -1.920, -0.178], [1.223, -3.410, -0.911], [0.420, -1.936, -1.418], [-2.292, -1.650, -1.257], [-4.399, -2.071, 0.952], [-4.546, -2.405, -0.775], [-3.425, -3.362, 0.184], [-2.772, 0.765, -1.049], [-4.271, -0.132, -1.308], [-3.885, 0.476, 0.314]], "lowdin_spin": [-0.0018, -0.0001, 0.0000, -0.0009, -0.0024, -0.0014, 0.0001, -0.0004, 0.0000, -0.0002, 0.0000, -0.0140, -0.0173, -0.0269, -0.0159, -0.0235, -0.0035, -0.0011, -0.0039, -0.0015, 0.0000, 5.1426, 0.0000, -0.0007, -0.0001, 0.0001, -0.0008, -0.0014, 0.0001, -0.0003, -0.0001, 0.0000, -0.0008, -0.0002, -0.0005, -0.0018, -0.0001, -0.0001, -0.0021, -0.0009, -0.0117, -0.0007, -0.0005, -0.0031, -0.0004, -0.0003, 0.0003, 0.0000, 0.0000, 0.0000, -0.0001, 0.0000, 0.0000, -0.0002, 0.0000, 0.0000, -0.0001, 0.0000, -0.0010, -0.0002, -0.0004, 0.0001, 0.0000, -0.0001, 0.0000, 0.0003, 0.0000, 0.0000], "spin_multiplicity": 6, "largest_force_ha_per_bohr": 0.058, "lumo_ev": [-7.41, -6.44], "total_charge": 2}

***

Calculated total energy list, top to bottom, in eV: -64474.354, -52789.537, -50706.459